Density functional theory data (wB97M-V/def2-TZVPD) for 2 unconnected molecules or ions with the total composition C9H10ClN4 in a non-equilibrium geometry.

Last column: Löwdin charge in e.
Cartesian coordinates (Å):
C (3.32676, 0.40241, 0.86501)  -0.032
C (1.99094, 0.16229, 1.13876)  -0.019
C (3.91110, -0.09060, -0.35530)  -0.103
C (1.84683, -0.83158, -0.90128)  -0.139
C (1.20944, -0.63848, 0.30440)  -0.297
C (-1.92726, -2.46274, 0.45234)  0.015
C (-0.55145, -2.17931, 0.58583)  -0.066
C (-2.96562, -1.49341, 0.50623)  -0.656
C (-2.25677, 0.88098, 0.17467)  0.284
N (3.08281, -0.66835, -1.17702)  0.066
N (-0.08348, -0.95009, 0.50538)  0.114
N (-2.63550, -0.20869, 0.34370)  0.053
N (-1.92512, 3.30946, -1.03229)  0.075
Cl (-4.66804, -1.80295, 0.43248)  0.763
H (4.01843, 0.94837, 1.57355)  0.126
H (1.50869, 0.50029, 2.00014)  0.094
H (4.91527, 0.02130, -0.72293)  0.110
H (1.15026, -1.06047, -1.69357)  0.117
H (-2.26535, -3.43447, 0.51364)  0.093
H (0.06738, -3.04241, 0.58795)  0.126
H (-2.34956, 1.94298, -0.38216)  0.077
H (-1.92335, 4.11853, -0.50909)  0.045
H (-2.44029, 3.56504, -1.88538)  0.098
H (-1.03612, 3.01190, -1.32507)  0.055

As for the max |F|: 5.6 eV/Å. Its net charge is +1. The HOMO-LUMO gap is 6.29 eV. Its calculated total energy is -1027.77708 Eh.